[1]
Density functional theory data (the ωB97M-V functional and the def2-TZVPD basis) for C36H57BrF4N4OSSiTl as an isolated structure.

Each line ends with the Mulliken charge.
Positions of all 106 atoms, in Å:
Tl: -0.673 -1.071 -0.951  1.217
C: 2.225 1.501 -2.168  -1.182
C: 2.598 0.458 -1.132  -0.040
N: 2.057 -0.897 -1.338  1.103
C: 2.483 -1.497 -2.660  -0.369
C: 4.011 -1.577 -2.887  -1.707
C: 2.330 -1.824 -0.211  -0.476
C: 1.966 -3.232 -0.539  -1.256
N: 0.632 -3.371 -1.013  -0.261
C: 0.251 -4.526 -1.534  0.653
C: -1.004 -4.618 -2.209  -0.261
F: -1.630 -3.407 -2.461  -0.158
C: -1.606 -5.732 -2.654  -0.093
F: -2.845 -5.647 -3.262  -0.343
C: -1.051 -6.982 -2.597  -0.653
C: 0.188 -6.951 -1.991  0.084
F: 0.853 -8.146 -1.899  -0.354
C: 0.810 -5.849 -1.481  0.494
F: 2.090 -5.936 -1.054  -0.346
H: 2.174 2.490 -1.724  0.441
H: 3.000 1.569 -2.959  0.300
H: 1.198 1.371 -2.633  0.044
H: 3.682 0.391 -0.952  0.428
H: 2.089 0.730 -0.163  -0.477
H: 1.905 -2.422 -2.752  0.487
H: 2.092 -0.768 -3.358  0.032
H: 4.522 -1.944 -2.000  0.319
H: 4.205 -2.153 -3.805  0.435
H: 4.341 -0.529 -3.067  0.319
H: 3.385 -1.808 0.251  0.311
H: 1.650 -1.477 0.573  -0.137
H: 2.653 -3.662 -1.260  0.489
H: 2.153 -3.772 0.386  0.669
H: -1.574 -7.868 -2.971  0.451
C: -4.508 1.219 -5.363  -1.171
C: -4.168 0.433 -4.043  -0.560
N: -3.632 1.368 -3.071  0.326
C: -4.521 1.652 -1.957  -1.169
C: -4.361 0.694 -0.771  -0.408
C: -2.343 1.814 -3.070  0.197
S: -1.821 2.847 -1.825  -0.357
N: -1.602 1.476 -4.164  -0.222
C: -0.696 0.488 -4.120  -0.476
O: -0.668 -0.509 -3.367  -0.594
C: 0.262 0.485 -5.329  0.832
C: 0.496 1.681 -6.025  -0.612
C: 1.589 1.749 -6.913  -0.604
C: 2.364 0.607 -7.182  -0.329
C: 2.007 -0.629 -6.596  -0.774
C: 1.036 -0.624 -5.647  -0.045
H: -5.207 0.756 -6.094  0.390
H: -3.567 1.408 -5.889  0.248
H: -5.077 2.102 -5.141  0.301
H: -3.508 -0.390 -4.322  0.114
H: -5.010 -0.100 -3.628  0.648
H: -5.568 1.387 -2.314  0.366
H: -4.366 2.680 -1.662  0.533
H: -4.604 -0.347 -1.041  0.244
H: -5.088 0.962 -0.003  0.460
H: -3.378 0.704 -0.312  -0.264
H: -0.166 2.480 -5.874  0.542
H: 1.697 2.708 -7.513  0.280
H: 3.185 0.573 -7.938  0.313
H: 2.404 -1.520 -6.925  0.543
H: 0.778 -1.519 -5.066  0.265
C: 2.013 1.721 2.623  -2.240
C: 0.533 1.714 2.988  3.389
C: -0.119 0.949 1.827  -2.578
C: -0.078 3.158 2.883  -1.813
Si: 0.219 0.902 4.647  -0.176
Br: 0.458 -1.310 4.276  -0.379
C: 1.608 1.424 5.790  2.262
C: 1.137 1.251 7.265  -1.833
C: 2.874 0.578 5.661  -1.873
C: 1.867 2.975 5.673  -1.725
C: -1.542 1.204 5.414  2.082
C: -2.515 0.980 4.204  -1.797
C: -1.825 2.587 6.018  -1.437
C: -1.923 0.118 6.503  -1.816
H: 2.030 2.102 1.601  0.621
H: 2.454 0.749 2.516  0.361
H: 2.682 2.392 3.253  0.223
H: 0.002 1.420 0.831  0.548
H: -1.148 0.765 1.858  0.145
H: 0.347 -0.031 1.809  0.062
H: 0.481 3.685 2.082  0.489
H: -0.036 3.890 3.709  0.239
H: -1.098 3.158 2.478  0.398
H: 0.751 0.263 7.393  0.419
H: 0.399 1.951 7.562  0.377
H: 1.916 1.315 8.090  0.432
H: 2.742 -0.445 5.927  0.443
H: 3.640 0.961 6.383  0.447
H: 3.333 0.628 4.660  0.270
H: 0.978 3.581 5.961  0.233
H: 2.229 3.277 4.729  0.304
H: 2.553 3.187 6.483  0.573
H: -2.370 1.841 3.502  0.283
H: -3.568 1.112 4.532  0.549
H: -2.330 0.091 3.534  0.231
H: -1.532 3.419 5.389  0.215
H: -1.284 2.696 6.973  0.261
H: -2.935 2.745 6.194  0.423
H: -1.608 -0.906 6.277  0.314
H: -2.987 0.155 6.696  0.475
H: -1.467 0.266 7.450  0.415

The value obtained for the gap between HOMO and LUMO is 6.46 eV. Its charge is -1.

***

[2]
Density functional theory data (the ωB97M-V functional and the def2-TZVPD basis) for C36H58IrN3O4P as an isolated structure.

Each line ends with the Mulliken charge.
Positions of all 103 atoms, in Å:
Ir: -0.350 0.462 0.814  1.961
N: -0.216 -0.121 2.732  -0.452
C: -1.402 -0.201 3.646  -1.006
C: -2.666 -0.437 2.827  -0.280
C: -2.304 -1.454 1.757  0.360
O: -2.418 -2.649 1.920  -0.649
O: -1.762 -0.937 0.661  -0.405
H: 0.169 -1.063 2.619  -0.577
H: 0.529 0.420 3.164  0.430
H: -1.471 0.735 4.195  0.476
H: -1.210 -1.011 4.350  0.418
H: -2.944 0.502 2.356  -0.057
H: -3.484 -0.797 3.447  0.635
O: 2.166 0.185 1.318  -0.685
C: 2.927 1.128 0.593  -0.376
C: 2.063 2.212 -0.014  0.518
C: 2.568 3.496 -0.151  -0.919
C: 1.828 4.461 -0.809  -0.458
C: 0.599 4.108 -1.345  -0.909
C: 0.144 2.825 -1.144  -0.379
N: 0.839 1.886 -0.475  -0.164
H: 2.095 -0.676 0.820  0.334
H: 3.456 0.635 -0.225  0.165
H: 3.678 1.581 1.241  0.396
H: 3.545 3.724 0.256  0.452
H: 2.202 5.472 -0.902  0.455
H: -0.009 4.815 -1.891  0.469
H: -0.814 2.514 -1.536  0.733
C: -5.304 0.599 -0.092  -0.879
N: -4.559 1.556 -0.864  0.424
C: -5.223 2.174 -1.978  -1.098
C: -3.134 1.605 -0.728  -1.367
C: -2.639 2.381 0.495  1.518
C: -3.361 3.509 0.888  -0.639
C: -2.960 4.304 1.948  -0.910
C: -1.804 3.987 2.643  -0.875
C: -1.074 2.865 2.278  -0.379
C: -1.484 2.047 1.219  0.712
H: -6.228 1.039 0.297  0.350
H: -4.710 0.276 0.761  0.093
H: -5.579 -0.300 -0.664  0.320
H: -6.212 2.531 -1.676  0.316
H: -5.368 1.503 -2.839  0.313
H: -4.655 3.039 -2.323  0.354
H: -2.743 2.087 -1.631  0.759
H: -2.701 0.600 -0.710  -0.209
H: -4.267 3.746 0.344  0.467
H: -3.545 5.171 2.228  0.414
H: -1.473 4.603 3.470  0.470
H: -0.160 2.640 2.823  0.436
O: 1.132 -1.789 0.031  -1.437
P: 0.974 -3.306 -0.083  0.021
C: -0.608 -3.561 -0.955  2.254
C: -1.235 -4.962 -0.974  -1.276
C: -0.751 -5.823 -2.136  -0.492
C: -1.066 -5.129 -3.459  -1.066
C: -0.384 -3.765 -3.524  -0.316
C: -0.742 -2.879 -2.329  -1.233
C: 2.434 -4.057 -0.874  1.275
C: 3.658 -4.052 0.060  -0.952
C: 4.308 -2.676 0.237  -0.638
C: 4.391 -1.899 -1.092  0.132
C: 4.200 -2.833 -2.279  -1.565
C: 2.783 -3.404 -2.244  -0.938
C: 0.666 -4.067 1.560  1.009
C: 1.272 -3.289 2.759  -0.329
C: 2.406 -3.969 3.527  -0.752
C: 2.075 -5.426 3.812  -1.052
C: 1.930 -6.181 2.498  -0.781
C: 0.799 -5.617 1.634  -1.220
H: -1.204 -2.961 -0.260  -1.517
H: -2.313 -4.814 -1.093  0.573
H: -1.113 -5.469 -0.018  0.354
H: -1.226 -6.805 -2.094  0.437
H: 0.330 -5.994 -2.065  0.152
H: -2.151 -5.002 -3.538  0.364
H: -0.755 -5.746 -4.304  0.482
H: -0.662 -3.247 -4.444  0.524
H: 0.693 -3.921 -3.572  -0.120
H: -1.795 -2.593 -2.424  0.693
H: -0.174 -1.946 -2.345  0.077
H: 2.152 -5.102 -1.040  1.198
H: 4.389 -4.745 -0.360  0.663
H: 3.390 -4.459 1.031  -0.501
H: 5.309 -2.825 0.646  0.725
H: 3.757 -2.099 0.984  0.015
H: 5.337 -1.360 -1.162  0.601
H: 3.586 -1.161 -1.144  -0.602
H: 4.945 -3.632 -2.261  0.457
H: 4.341 -2.298 -3.219  0.551
H: 2.661 -4.139 -3.039  0.406
H: 2.095 -2.583 -2.459  0.095
H: -0.408 -3.861 1.610  0.604
H: 0.459 -3.126 3.475  0.540
H: 1.616 -2.305 2.427  -0.502
H: 2.571 -3.418 4.455  0.520
H: 3.344 -3.913 2.968  0.221
H: 1.137 -5.483 4.377  0.377
H: 2.848 -5.884 4.431  0.491
H: 1.720 -7.236 2.680  0.479
H: 2.885 -6.152 1.967  0.183
H: -0.141 -5.995 2.042  0.541
H: 0.876 -6.043 0.631  0.205

The value obtained for the gap between HOMO and LUMO (spin up / spin down) is 6.69 / 6.69 eV. Its charge is +1.

***

[3]
Density functional theory data (the ωB97M-V functional and the def2-TZVPD basis) for C36H58N2O3PtSbSi3 as an isolated structure.

Each line ends with the Mulliken charge.
Positions of all 104 atoms, in Å:
Pt: -1.197 0.278 0.103  0.762
C: 1.272 -4.048 -0.701  -1.772
Sb: 0.967 -2.061 -1.540  0.189
C: -0.824 -1.667 -0.354  0.978
C: -0.756 -2.040 1.050  -0.563
C: -0.850 -3.295 1.662  -0.878
C: -0.837 -3.361 3.038  -0.841
C: -0.705 -2.186 3.778  -1.205
C: -0.621 -0.988 3.105  -0.576
N: -0.668 -0.908 1.771  0.877
Si: -2.363 -2.355 -1.222  0.960
C: -2.235 -4.214 -1.510  -1.204
C: -2.727 -1.622 -2.882  -0.770
C: -3.827 -2.105 -0.090  -1.065
C: 2.908 -1.157 -0.723  3.079
C: 2.759 0.349 -0.476  -1.893
C: 3.889 1.160 -0.259  -0.920
C: 3.743 2.526 -0.136  -1.436
C: 2.473 3.078 -0.237  -1.199
C: 1.413 2.216 -0.436  -0.087
N: 1.543 0.888 -0.539  0.875
Si: 3.691 -1.975 0.785  -0.163
C: 5.148 -1.043 1.524  -1.305
C: 2.506 -2.066 2.211  -0.651
C: 4.417 -3.665 0.431  -1.066
Si: 3.965 -1.310 -2.303  0.898
C: 3.803 -2.992 -3.117  -1.239
C: 3.435 -0.002 -3.508  -0.978
C: 5.812 -1.114 -2.022  -1.203
H: 0.366 -4.613 -0.920  0.341
H: 1.459 -4.093 0.373  0.429
H: 2.095 -4.526 -1.233  0.554
H: -0.935 -4.183 1.052  0.418
H: -0.918 -4.319 3.538  0.431
H: -0.666 -2.197 4.858  0.479
H: -0.488 -0.059 3.632  0.366
H: -1.272 -4.506 -1.938  0.283
H: -3.012 -4.516 -2.222  0.452
H: -2.386 -4.790 -0.592  0.274
H: -1.892 -1.742 -3.579  0.230
H: -2.959 -0.558 -2.805  -0.125
H: -3.604 -2.142 -3.282  0.535
H: -3.820 -2.833 0.729  0.297
H: -4.768 -2.218 -0.642  0.442
H: -3.816 -1.103 0.346  0.193
H: 4.872 0.717 -0.213  0.727
H: 4.613 3.154 0.023  0.408
H: 2.300 4.144 -0.163  0.503
H: 0.402 2.604 -0.519  0.124
H: 4.850 -0.080 1.947  0.379
H: 5.977 -0.868 0.836  0.314
H: 5.520 -1.669 2.344  0.414
H: 2.075 -1.073 2.383  0.120
H: 3.052 -2.361 3.114  0.564
H: 1.677 -2.762 2.067  -0.033
H: 5.286 -3.593 -0.232  0.247
H: 3.718 -4.370 -0.013  0.422
H: 4.759 -4.089 1.382  0.420
H: 2.839 -3.123 -3.614  0.284
H: 3.928 -3.813 -2.404  0.369
H: 4.590 -3.083 -3.874  0.471
H: 2.350 -0.024 -3.662  0.109
H: 3.928 -0.165 -4.473  0.469
H: 3.696 0.998 -3.150  0.266
H: 6.196 -1.708 -1.191  0.314
H: 6.101 -0.072 -1.854  0.317
H: 6.319 -1.456 -2.932  0.470
C: -3.002 3.869 -1.770  -0.688
C: -4.170 3.472 -0.867  0.339
C: -4.603 2.019 -1.088  -1.326
C: -3.860 3.804 0.578  0.536
C: -4.573 4.849 1.148  -0.708
C: -4.330 5.299 2.440  -1.292
C: -3.346 4.647 3.157  -0.776
C: -2.617 3.572 2.644  0.246
C: -1.707 2.882 3.632  0.826
C: -0.336 2.434 3.119  -1.050
C: -2.498 1.741 4.272  -1.407
C: -2.841 3.115 1.317  -0.537
O: -2.148 2.177 0.711  -0.431
H: -3.287 3.787 -2.826  0.535
H: -2.155 3.212 -1.587  -0.564
H: -2.702 4.902 -1.575  0.341
H: -5.020 4.104 -1.145  0.585
H: -3.781 1.340 -0.879  -0.118
H: -4.919 1.867 -2.128  0.413
H: -5.441 1.762 -0.435  0.401
H: -5.334 5.338 0.544  0.318
H: -4.891 6.121 2.868  0.344
H: -3.132 4.964 4.175  0.315
H: -1.521 3.612 4.425  0.452
H: -0.403 1.543 2.498  -0.503
H: 0.325 2.209 3.966  0.522
H: 0.137 3.213 2.518  0.374
H: -2.708 0.970 3.529  0.198
H: -3.454 2.111 4.648  0.443
H: -1.957 1.292 5.113  0.356
C: -1.388 1.897 -3.838  -1.543
C: -0.867 0.995 -2.746  0.347
O: 0.011 0.183 -2.992  -0.747
O: -1.463 1.187 -1.599  1.032
H: -0.593 2.100 -4.553  0.431
H: -1.799 2.819 -3.441  0.196
H: -2.189 1.363 -4.357  0.259

The value obtained for the gap between HOMO and LUMO is 6.37 eV. Its charge is -1.